Record 1
A structure of composition C21H15I2N3O3PdS, computed with wB97M-V/def2-TZVPD.

```
46
C21H15I2N3O3PdS, DFT wB97M-V/def2-TZVPD
Pd 0.86 0.13 0.17
C 4.66 -7.37 -1.40
C 4.13 -6.07 -0.86
C 3.97 -5.88 0.51
C 3.50 -4.68 1.02
C 3.20 -3.65 0.14
C 3.35 -3.81 -1.23
C 3.82 -5.02 -1.72
S 2.60 -2.11 0.76
O 3.42 -1.06 0.23
O 2.43 -2.24 2.18
N 1.17 -1.88 -0.04
C 0.02 -2.54 0.40
C -0.05 -3.76 1.07
C -1.29 -4.23 1.47
C -2.43 -3.50 1.19
C -2.27 -2.31 0.50
N -1.09 -1.84 0.12
H 4.63 -8.16 -0.66
H 5.70 -7.25 -1.72
H 4.09 -7.69 -2.27
H 4.21 -6.69 1.19
H 3.38 -4.53 2.08
H 3.11 -3.00 -1.89
H 3.93 -5.15 -2.79
H 0.84 -4.33 1.27
H -1.35 -5.18 1.99
H -3.41 -3.84 1.49
H -3.13 -1.69 0.25
I 0.54 5.30 0.22
C 0.22 3.89 1.71
C -0.09 4.30 3.01
C -0.32 3.40 4.02
I -0.77 4.11 5.93
C -0.24 2.01 3.76
C -0.45 0.98 4.70
C -0.36 -0.33 4.31
C -0.03 -0.64 2.98
N 0.18 0.30 2.09
C 0.08 1.62 2.45
C 0.32 2.55 1.39
O 0.59 2.09 0.20
H -0.15 5.36 3.22
H -0.70 1.23 5.72
H -0.51 -1.14 5.01
H 0.07 -1.67 2.67
```

Energy above the lowest of the compared OMol25 structures with the same formula, charge and spin (kJ/mol): 41.7
Kohn-Sham gap (eV): 6.60
Lowest unoccupied orbital energy (eV): -1.2

Löwdin atomic charge list, values in e, 5 entries:
1 Pd 1.059
2 C -0.048
3 C -0.265
4 C -0.030
5 C -0.061

---

Record 2
A structure of composition C21H15IN4OPdS2, computed with wB97M-V/def2-TZVPD.

```
45
C21H15IN4OPdS2, DFT wB97M-V/def2-TZVPD
Pd 1.72 0.03 -0.14
O 0.53 0.58 -1.85
C -0.37 -0.14 -2.45
C -1.41 0.53 -3.14
C -2.38 -0.14 -3.85
C -2.36 -1.53 -3.92
C -1.38 -2.21 -3.24
C -0.39 -1.57 -2.49
C 0.57 -2.37 -1.75
N 1.57 -1.95 -0.98
C 2.20 -3.07 -0.47
C 1.60 -4.18 -0.95
N 0.57 -3.73 -1.75
H -1.41 1.61 -3.10
H -3.15 0.42 -4.36
H -3.11 -2.06 -4.50
H -1.38 -3.30 -3.32
H 3.04 -2.98 0.19
H 1.79 -5.23 -0.80
H -0.09 -4.31 -2.23
S 2.92 -0.68 1.97
C 1.28 -0.60 2.40
N 0.37 -0.23 1.53
C -0.92 -0.25 2.04
C -2.07 0.07 1.33
C -3.29 0.00 1.99
C -3.35 -0.38 3.33
C -2.21 -0.70 4.04
C -0.99 -0.63 3.38
S 0.61 -0.99 3.98
H -2.00 0.35 0.29
H -4.20 0.24 1.46
H -4.32 -0.42 3.83
H -2.26 -1.00 5.08
I 4.40 4.56 3.04
C 3.03 3.93 1.59
C 2.11 4.82 1.06
C 1.23 4.34 0.09
C 1.30 3.02 -0.28
N 2.19 2.17 0.24
C 3.04 2.62 1.16
H 2.07 5.85 1.39
H 0.50 5.00 -0.36
H 0.64 2.59 -1.03
H 3.75 1.90 1.57
```

Kohn-Sham gap (spin up / spin down) (eV): 7.61 / 6.63
Multiplicity: 3
Lowest unoccupied orbital energy (spin up / spin down) (eV): 0.3 / -0.7

Löwdin atomic charge list, values in e, 5 entries:
1 Pd 0.916
2 O -0.212
3 C -0.376
4 C -0.029
5 C -0.096

---

Record 3
A structure of composition C21H16AuBF4O4PS, computed with wB97M-V/def2-TZVPD.

```
49
C21H16AuBF4O4PS, DFT wB97M-V/def2-TZVPD
Au 0.47 -1.46 -0.26
O 0.03 1.69 2.87
C 0.59 0.82 2.19
O -0.01 0.33 1.14
C 1.97 0.37 2.54
C 2.38 0.74 3.83
C 3.66 0.54 4.27
C 4.61 0.02 3.39
C 4.22 -0.37 2.13
C 2.89 -0.27 1.67
S 2.69 -0.97 0.07
H 1.63 1.19 4.46
H 3.94 0.81 5.28
H 5.64 -0.08 3.69
H 4.95 -0.80 1.44
O -3.36 -0.89 0.90
C -2.36 -0.93 0.19
O -1.59 -1.93 -0.01
C -2.00 0.40 -0.56
P -1.45 1.61 0.66
C -0.16 2.68 -0.02
C -0.05 3.97 0.50
C 0.93 4.82 0.03
C 1.79 4.40 -0.98
C 1.69 3.11 -1.48
C 0.73 2.24 -0.99
C -2.85 2.82 0.73
C -3.16 3.44 -0.48
C -4.21 4.34 -0.52
C -4.94 4.62 0.63
C -4.62 3.99 1.83
C -3.57 3.09 1.88
H -2.93 0.74 -1.02
H -1.24 0.24 -1.32
H -0.72 4.29 1.28
H 1.03 5.82 0.44
H 2.54 5.08 -1.38
H 2.36 2.76 -2.26
H 0.68 1.24 -1.39
H -2.59 3.21 -1.37
H -4.46 4.82 -1.45
H -5.76 5.32 0.59
H -5.19 4.21 2.72
H -3.31 2.58 2.80
F 1.34 1.00 -3.98
B 0.14 0.32 -3.78
F -0.26 -0.38 -4.91
F -0.86 1.22 -3.37
F 0.35 -0.63 -2.70
```

Energy above the lowest of the compared OMol25 structures with the same formula, charge and spin (kJ/mol): 223.4
Kohn-Sham gap (spin up / spin down) (eV): 4.63 / 4.64
Net charge: -1
Lowest unoccupied orbital energy (spin up / spin down) (eV): -0.3 / -0.3

Löwdin atomic charge list, values in e, 5 entries:
1 Au 0.633
2 O 0.045
3 C -0.516
4 O -0.203
5 C -0.137

---

Record 4
A structure of composition C21H16AuBrClIN4O2, computed with wB97M-V/def2-TZVPD.

```
47
C21H16AuBrClIN4O2, DFT wB97M-V/def2-TZVPD
Au 0.58 -1.38 -0.68
Cl -4.43 4.48 -1.77
C -3.34 3.13 -1.79
C -3.55 2.11 -2.68
C -2.68 1.01 -2.72
I -3.19 -0.41 -4.17
C -1.55 0.85 -1.89
O -0.75 -0.18 -1.97
C -1.33 1.97 -0.99
N -0.23 1.94 -0.22
C 0.02 2.93 0.60
C -0.82 4.04 0.76
C -1.94 4.11 -0.01
C -2.22 3.08 -0.93
H -4.39 2.16 -3.34
H 0.94 2.85 1.18
H -0.57 4.82 1.48
H -2.62 4.95 0.07
Br 3.56 -3.25 -0.33
C 1.24 -4.06 -2.36
C 1.37 -4.96 -3.39
C 0.67 -4.68 -4.55
C -0.07 -3.51 -4.63
C -0.09 -2.65 -3.55
N 0.56 -2.94 -2.41
H 1.99 -5.84 -3.29
H 0.71 -5.37 -5.39
H -0.62 -3.25 -5.52
H -0.61 -1.71 -3.55
C 1.93 -2.55 0.49
H 1.40 -3.41 0.91
H 2.33 -1.97 1.31
N 0.98 1.01 6.21
C 1.87 1.11 5.19
O 2.98 1.57 5.34
C 1.42 0.61 3.85
C 0.27 -0.14 3.62
C -0.03 -0.54 2.33
N 0.71 -0.21 1.28
C 1.81 0.52 1.49
C 2.20 0.93 2.75
H 1.27 1.36 7.11
H 0.04 0.70 6.10
H -0.39 -0.43 4.43
H -0.92 -1.13 2.13
H 2.38 0.78 0.61
H 3.10 1.51 2.89
```

Energy above the lowest of the compared OMol25 structures with the same formula, charge and spin (kJ/mol): 64.2
Kohn-Sham gap (spin up / spin down) (eV): 6.57 / 6.10
Multiplicity: 3
Lowest unoccupied orbital energy (spin up / spin down) (eV): -0.6 / -1.1

Löwdin atomic charge list, values in e, 5 entries:
1 Au 1.006
2 Cl 0.675
3 C -0.624
4 C -0.213
5 C -0.622

---

Record 5
A structure of composition C21H16BrF3N10O4SZr, computed with wB97M-V/def2-TZVPD.

```
57
C21H16BrF3N10O4SZr, DFT wB97M-V/def2-TZVPD
Zr 0.09 1.99 -0.60
N -0.89 5.50 -0.03
C -1.27 4.59 0.93
N -1.77 4.94 2.09
N -2.00 3.74 2.71
N -1.67 2.77 1.95
N -1.19 3.27 0.77
C -0.37 5.15 -1.25
N 0.04 6.01 -2.14
N 0.44 5.23 -3.19
N 0.27 4.00 -2.94
N -0.27 3.88 -1.67
H -0.80 6.46 0.25
S -0.33 -1.11 -4.41
C -0.46 0.08 -3.29
N -0.56 0.92 -2.48
C -2.90 -4.95 3.13
C -2.41 -3.69 2.47
C -2.24 -3.60 1.10
C -1.78 -2.44 0.49
C -1.59 -2.39 -1.01
C -1.48 -1.34 1.29
C -1.62 -1.39 2.67
C -1.27 -0.22 3.55
C -2.09 -2.57 3.24
C -1.00 -0.09 0.61
O -1.77 0.65 -0.03
O 0.25 0.22 0.66
H -3.25 -5.67 2.38
H -3.73 -4.75 3.81
H -2.11 -5.44 3.70
H -2.47 -4.47 0.48
H -1.79 -3.36 -1.47
H -0.58 -2.10 -1.28
H -2.25 -1.65 -1.47
H -1.93 0.63 3.37
H -0.27 0.15 3.35
H -1.33 -0.50 4.60
H -2.21 -2.61 4.32
Br 4.97 -3.20 -4.58
C 4.00 -2.35 -3.17
C 3.59 -3.12 -2.09
C 2.89 -2.50 -1.07
C 2.59 -1.14 -1.13
C 2.99 -0.40 -2.23
C 3.71 -1.01 -3.26
C 2.65 1.06 -2.37
O 3.04 1.71 -3.32
O 1.90 1.53 -1.40
H 3.83 -4.17 -2.05
H 2.56 -3.08 -0.21
H 2.05 -0.66 -0.34
H 3.99 -0.41 -4.12
F 2.68 1.96 1.30
C 1.62 2.78 0.98
F 1.28 3.35 2.17
F 2.21 3.82 0.25
```

Energy above the lowest of the compared OMol25 structures with the same formula, charge and spin (kJ/mol): 68.7
Kohn-Sham gap (eV): 7.21
Net charge: -2
Lowest unoccupied orbital energy (eV): 3.8

Löwdin atomic charge list, values in e, 5 entries:
1 Zr 1.825
2 N 0.147
3 C -0.495
4 N 0.026
5 N -0.086

---

Record 6
A structure of composition C21H16CrN4O11S, computed with wB97M-V/def2-TZVPD.

```
54
C21H16CrN4O11S, DFT wB97M-V/def2-TZVPD
Cr 1.29 -0.07 0.60
O 5.79 3.71 1.20
C 6.04 2.79 0.30
O 7.07 2.78 -0.36
C 5.01 1.74 0.12
C 5.05 0.71 -0.79
N 3.94 -0.02 -0.61
N 3.17 0.49 0.35
C 3.80 1.56 0.82
C 3.14 2.30 1.95
O 3.73 3.33 2.38
O 2.08 1.80 2.38
H 4.89 3.54 1.69
H 5.81 0.48 -1.52
H 3.58 -0.81 -1.12
O -3.88 -4.56 1.60
C -4.08 -3.42 1.18
O -5.15 -2.83 0.92
C -2.81 -2.55 0.99
C -2.80 -1.21 1.35
C -1.64 -0.47 1.25
N -0.50 -0.99 0.78
C -0.51 -2.27 0.37
C -1.63 -3.07 0.47
C 0.79 -2.72 -0.26
O 0.86 -3.80 -0.85
O 1.76 -1.90 -0.09
H -3.71 -0.75 1.72
H -1.59 0.56 1.56
H -1.56 -4.10 0.15
C 0.62 0.41 4.66
C 1.11 -0.60 3.74
N 1.49 -1.30 2.91
H -0.44 0.26 4.86
H 0.78 1.38 4.18
H 1.18 0.38 5.60
C -4.97 -0.54 -3.44
C -3.65 -0.01 -2.96
C -2.49 -0.75 -3.11
C -1.27 -0.28 -2.64
C -1.21 0.95 -2.01
C -2.36 1.70 -1.84
C -3.57 1.22 -2.31
S 0.35 1.65 -1.50
O 0.39 2.93 -2.17
O 1.39 0.71 -1.91
O 0.32 1.78 -0.01
H -4.84 -1.23 -4.28
H -5.64 0.27 -3.75
H -5.44 -1.09 -2.62
H -2.54 -1.72 -3.59
H -0.36 -0.85 -2.77
H -2.29 2.67 -1.36
H -4.47 1.82 -2.19
```

Energy above the lowest of the compared OMol25 structures with the same formula, charge and spin (kJ/mol): 0.0
Kohn-Sham gap (spin up / spin down) (eV): 7.57 / 7.97
Multiplicity: 5
Net charge: -2
Lowest unoccupied orbital energy (spin up / spin down) (eV): 4.5 / 4.5

Löwdin atomic charge list, values in e, 5 entries:
1 Cr 0.746
2 O 0.091
3 C -0.531
4 O 0.046
5 C -0.046

---

Record 7
A structure of composition C21H16I2N4O4S3Tc, computed with wB97M-V/def2-TZVPD.

```
51
C21H16I2N4O4S3Tc, DFT wB97M-V/def2-TZVPD
Tc 0.22 -1.52 -0.44
I -0.72 -3.91 -5.82
C -1.16 -3.92 -3.80
C -2.07 -4.81 -3.26
C -2.33 -4.77 -1.90
C -1.66 -3.84 -1.12
N -0.78 -2.99 -1.65
C -0.53 -3.01 -2.96
H -2.58 -5.53 -3.89
H -3.04 -5.44 -1.44
H -1.81 -3.76 -0.05
H 0.17 -2.28 -3.33
N 5.12 3.23 4.25
C 3.98 2.78 3.62
C 4.00 2.44 2.26
C 2.86 2.03 1.62
C 1.66 1.94 2.32
C 1.62 2.27 3.67
C 2.77 2.69 4.31
S 0.21 1.39 1.50
O -0.87 1.50 2.44
O 0.16 2.02 0.21
N 0.50 -0.19 1.18
C 0.25 -1.16 2.11
S 0.24 -1.20 3.83
C 0.03 -2.91 3.76
C -0.05 -3.34 2.49
N 0.06 -2.34 1.56
H 6.00 3.04 3.81
H 5.13 3.21 5.25
H 4.93 2.52 1.71
H 2.88 1.78 0.57
H 0.68 2.21 4.20
H 2.73 2.96 5.36
H -0.04 -3.50 4.66
H -0.19 -4.36 2.17
S 2.15 -2.25 -0.72
I -3.97 5.10 -4.48
C -3.02 3.49 -3.56
C -1.78 3.07 -4.04
C -1.15 2.00 -3.42
C -1.76 1.36 -2.36
C -2.99 1.79 -1.89
C -3.63 2.86 -2.49
C -1.09 0.21 -1.70
O -1.65 -0.40 -0.73
O 0.06 -0.18 -2.07
H -1.31 3.58 -4.87
H -0.18 1.66 -3.76
H -3.44 1.29 -1.04
H -4.59 3.21 -2.12
```

Energy above the lowest of the compared OMol25 structures with the same formula, charge and spin (kJ/mol): 0.1
Kohn-Sham gap (spin up / spin down) (eV): 6.43 / 7.37
Multiplicity: 2
Lowest unoccupied orbital energy (spin up / spin down) (eV): -0.9 / -0.7

Löwdin atomic charge list, values in e, 5 entries:
1 Tc 1.053
2 I 0.928
3 C -0.718
4 C -0.120
5 C -0.038

---

Record 8
A structure of composition C21H16N4O5Ru, computed with wB97M-V/def2-TZVPD.

```
47
C21H16N4O5Ru, DFT wB97M-V/def2-TZVPD
Ru -0.71 -0.84 0.26
C -4.38 1.43 0.64
C -3.21 0.54 0.80
N -2.30 0.33 -0.13
N -2.41 0.90 -1.34
C -1.36 0.48 -2.11
O -0.47 -0.35 -1.64
C -1.29 0.95 -3.44
C -0.25 0.49 -4.29
C -0.17 0.95 -5.57
C -1.13 1.88 -6.03
C -2.16 2.35 -5.21
C -2.26 1.89 -3.93
C -2.92 -0.20 2.03
C -3.71 -0.14 3.16
C -3.36 -0.90 4.28
C -2.24 -1.70 4.23
C -1.47 -1.72 3.07
N -1.80 -0.99 2.00
H -4.47 1.77 -0.38
H -4.26 2.30 1.30
H -5.29 0.91 0.94
H 0.47 -0.22 -3.91
H 0.61 0.62 -6.24
H -1.06 2.25 -7.05
H -2.87 3.07 -5.60
H -3.05 2.23 -3.28
H -4.59 0.49 3.17
H -3.97 -0.86 5.17
H -1.94 -2.30 5.07
H -0.57 -2.32 2.98
O 1.11 0.18 1.02
C 1.70 -0.92 0.90
O 0.93 -1.94 0.57
C 3.13 -1.10 1.10
C 3.72 -2.36 0.97
C 5.09 -2.50 1.15
C 5.86 -1.39 1.47
C 5.25 -0.15 1.58
C 3.90 0.03 1.41
N 6.07 1.03 1.91
O 7.24 0.84 2.16
O 5.51 2.11 1.92
H 3.11 -3.21 0.72
H 5.55 -3.47 1.05
H 6.93 -1.47 1.62
H 3.46 1.01 1.51
```

Kohn-Sham gap (spin up / spin down) (eV): 6.96 / 4.50
Multiplicity: 5
Net charge: +2
Lowest unoccupied orbital energy (spin up / spin down) (eV): -7.8 / -10.3

Löwdin atomic charge list, values in e, 5 entries:
1 Ru 1.587
2 C 0.025
3 C -0.165
4 N -0.099
5 N 0.173

---

Record 9
A structure of composition C21H16N4OS2Yb, computed with wB97M-V/def2-TZVPD.

```
45
C21H16N4OS2Yb, DFT wB97M-V/def2-TZVPD
Yb -1.07 -0.85 -0.41
N 2.98 -0.30 1.49
C 3.55 -0.31 0.23
C 4.88 -0.31 -0.19
C 5.08 -0.33 -1.56
C 4.01 -0.35 -2.47
C 2.70 -0.35 -2.04
C 2.48 -0.33 -0.67
N 1.28 -0.33 0.05
C 1.64 -0.31 1.32
C 0.62 -0.33 2.37
C 0.74 -0.28 3.72
S -0.81 -0.27 4.43
C -1.52 -0.40 2.90
N -0.67 -0.40 1.91
H 3.46 -0.30 2.37
H 5.70 -0.30 0.50
H 6.09 -0.34 -1.94
H 4.23 -0.37 -3.53
H 1.89 -0.37 -2.75
H 1.63 -0.23 4.33
H -2.59 -0.45 2.75
S -5.20 1.50 -0.11
C -5.69 -0.13 -0.19
C -4.63 -0.98 -0.31
C -3.36 -0.34 -0.39
C -3.55 1.03 -0.29
C -2.48 2.03 -0.37
C -2.72 3.41 -0.31
C -1.66 4.28 -0.41
C -0.37 3.79 -0.56
C -0.20 2.42 -0.60
N -1.22 1.56 -0.50
H -6.74 -0.38 -0.14
H -4.77 -2.05 -0.36
H -3.72 3.78 -0.20
H -1.84 5.35 -0.37
H 0.49 4.45 -0.65
H 0.78 1.99 -0.72
C 0.28 -4.26 -1.36
C -0.27 -2.94 -0.93
O -0.70 -2.87 0.26
H -0.45 -5.05 -1.14
H 1.17 -4.49 -0.77
H 0.53 -4.27 -2.41
```

Energy above the lowest of the compared OMol25 structures with the same formula, charge and spin (kJ/mol): 13.5
Kohn-Sham gap (spin up / spin down) (eV): 7.59 / 7.59
Multiplicity: 2
Net charge: +1
Lowest unoccupied orbital energy (spin up / spin down) (eV): -3.1 / -3.1

Löwdin atomic charge list, values in e, 5 entries:
1 Yb 1.597
2 N 0.201
3 C -0.170
4 C -0.002
5 C -0.065

---

Record 10
A structure of composition C21H16O6Se4Sn, computed with wB97M-V/def2-TZVPD.

```
48
C21H16O6Se4Sn, DFT wB97M-V/def2-TZVPD
Sn -1.84 1.56 -1.39
O -0.21 -0.60 -0.69
C 0.70 -1.06 -1.67
C 0.42 -0.28 -3.02
O 1.05 -0.66 -4.01
O -0.37 0.72 -2.96
C 0.53 -2.59 -1.81
C 0.21 -3.31 -0.66
C 0.03 -4.69 -0.70
C 0.16 -5.37 -1.91
C 0.48 -4.66 -3.06
C 0.67 -3.28 -3.01
C 2.14 -0.68 -1.29
C 2.41 0.64 -0.92
C 3.69 1.03 -0.59
C 4.74 0.12 -0.64
C 4.48 -1.19 -1.01
C 3.19 -1.59 -1.33
H 0.24 -0.37 0.16
H 0.11 -2.78 0.28
H -0.20 -5.23 0.21
H 0.01 -6.44 -1.95
H 0.58 -5.18 -4.00
H 0.94 -2.73 -3.90
H 1.60 1.36 -0.88
H 3.88 2.06 -0.30
H 5.75 0.43 -0.39
H 5.29 -1.92 -1.04
H 3.00 -2.62 -1.62
Se -6.05 3.38 -0.03
Se -4.35 4.94 0.11
Se -3.33 5.23 -1.95
Se -1.27 4.05 -2.16
O -3.23 1.54 1.45
C -2.66 1.96 2.59
C -3.40 2.49 3.65
C -2.76 2.85 4.83
C -1.38 2.69 4.95
C -0.65 2.18 3.89
C -1.27 1.83 2.70
C -0.50 1.26 1.53
O 0.15 0.21 1.71
O -0.53 1.95 0.44
H -4.18 1.86 1.36
H -4.47 2.61 3.53
H -3.34 3.25 5.65
H -0.88 2.97 5.88
H 0.43 2.08 3.96
```

Energy above the lowest of the compared OMol25 structures with the same formula, charge and spin (kJ/mol): 43.0
Kohn-Sham gap (eV): 5.81
Net charge: -2
Lowest unoccupied orbital energy (eV): 4.4

Löwdin atomic charge list, values in e, 5 entries:
1 Sn 1.054
2 O -0.118
3 C -0.313
4 C -0.566
5 O 0.013

---

| no. | strongest force on any atom (eV/A) |
| --- | --- |
| 1 | 1.0 |
| 2 | 0.9 |
| 3 | 3.9 |
| 4 | 0.7 |
| 5 | 0.9 |
| 6 | 1.4 |
| 7 | 0.9 |
| 8 | 0.7 |
| 9 | 0.7 |
| 10 | 1.2 |